1.
Molecular formula: C26H18N5ORuS3
Method: DFT, ωB97M-V with the def2-TZVPD basis set

XYZ file:
```
54
Properties=species:S:1:pos:R:3
Ru -0.61309 -1.33154 0.87647
S -1.85258 -0.36155 2.77174
C -1.64081 0.96783 1.71553
N -1.09132 0.67191 0.55480
C -0.91386 1.77002 -0.27195
C -0.34804 1.76685 -1.54225
C -0.26781 2.96592 -2.22396
C -0.73780 4.15144 -1.65249
C -1.29174 4.16252 -0.38496
C -1.37298 2.95839 0.30263
S -2.01043 2.65029 1.90458
H 0.01441 0.84156 -1.97079
H 0.16233 2.98661 -3.21627
H -0.67147 5.07563 -2.21028
H -1.65582 5.08142 0.05459
C -1.83301 -2.95123 0.51859
C -2.63759 -2.05060 -0.30987
C -3.73296 -1.35360 0.23845
C -4.29852 -0.29220 -0.42608
C -3.79361 0.09597 -1.67383
C -2.76584 -0.62237 -2.27032
C -2.19387 -1.68665 -1.59104
C -4.33875 1.25041 -2.33488
N -4.77188 2.17367 -2.86447
H -1.27869 -3.72215 -0.01200
H -2.33149 -3.32497 1.40883
H -4.10230 -1.63902 1.21386
H -5.11874 0.26022 0.01222
H -2.40213 -0.33475 -3.24764
H -1.38619 -2.24233 -2.04686
N 0.66562 -1.66580 -0.69905
C 1.48830 -1.60271 -1.51372
C 2.43344 -1.54211 -2.52340
C 3.79221 -1.72079 -2.17920
N 4.88491 -1.89013 -1.84572
C 2.00878 -1.25198 -3.84161
N 1.63363 -0.99437 -4.90165
C 2.71596 -2.81969 3.50659
S 2.08693 -2.44668 1.87866
O 0.56554 -2.47314 2.14394
C 2.49774 -0.71652 1.77776
C 1.72815 0.20472 2.47919
C 1.97319 1.55527 2.28587
C 2.97748 1.96320 1.41544
C 3.74921 1.02776 0.74009
C 3.50728 -0.32782 0.91179
H 2.25898 -2.13390 4.21731
H 3.79826 -2.70130 3.48101
H 2.45195 -3.85041 3.73384
H 0.93190 -0.12532 3.13680
H 1.37070 2.28788 2.80753
H 3.15291 3.01934 1.25807
H 4.52401 1.34484 0.05517
H 4.07950 -1.05807 0.35293
```

Output
E_LUMO (spin up / spin down) in eV: -1.10 / -1.12
HOMO-LUMO gap (spin up / spin down) in eV: 6.955 / 6.883
Multiplicity: 2
ΔE to the lowest compared entry with this formula, charge and spin in kcal/mol: 2.2
HOMO (spin up / spin down) in eV: -8.1 / -8.0
Electronic energy in Ha: -2640.01598

***

2.
Molecular formula: C26H19Br4Cl2HgN2O5S
Method: DFT, ωB97M-V with the def2-TZVPD basis set

XYZ file:
```
60
Properties=species:S:1:pos:R:3
Hg 0.85928 -0.72306 -0.38388
N 0.49780 0.21661 2.85974
C -0.79402 0.09293 3.28254
C -1.29000 0.73150 4.40478
C -2.61837 0.53473 4.83317
C -3.45729 -0.31851 4.17326
C -2.99498 -0.96840 3.00057
C -3.78676 -1.87720 2.25923
C -3.29418 -2.42594 1.11576
C -2.00601 -2.04315 0.67465
N -1.24520 -1.22167 1.34180
C -1.69535 -0.71822 2.51391
H 1.15323 0.60118 3.51709
H 0.87808 -0.53453 2.28153
H -0.62638 1.37713 4.97024
H -2.96919 1.06069 5.71419
H -4.46733 -0.50139 4.52155
H -4.78006 -2.12343 2.61941
H -3.87583 -3.12359 0.52758
H -1.61369 -2.40039 -0.27576
Br 7.27752 -3.93183 0.18464
C 5.53624 -3.27913 0.57224
C 4.88243 -3.66710 1.72458
Br 5.70383 -4.84755 2.96471
C 3.58663 -3.16761 1.97351
Br 2.63301 -3.63713 3.55112
C 2.92680 -2.30168 1.11084
O 1.72697 -1.85518 1.36391
C 3.61579 -1.87726 -0.10424
O 3.05266 -1.05123 -0.90448
C 4.90207 -2.39449 -0.32051
Br 5.76527 -1.79949 -1.90508
Cl -4.38965 -0.01510 -5.86322
C -3.33844 0.07649 -4.44362
C -3.57831 1.06447 -3.50251
C -2.70316 1.12105 -2.39811
Cl -3.03614 2.37848 -1.21077
C -1.60671 0.28333 -2.19151
O -0.78509 0.51764 -1.20197
C -1.45732 -0.81275 -3.15585
C -0.53786 -1.87349 -3.03734
O 0.22032 -2.18941 -2.05487
C -2.32721 -0.83685 -4.29296
H -4.39129 1.76748 -3.60178
H -0.51339 -2.55137 -3.90564
H -2.19839 -1.62622 -5.02489
O 2.09956 1.68580 0.14493
S 1.76229 3.13691 0.22608
C 0.11923 3.33881 -0.51526
C 0.32897 3.52320 -2.01045
C 1.51379 4.47740 -2.13446
C 2.59123 3.90119 -1.22150
H -0.35286 4.20613 -0.04610
H -0.42771 2.42380 -0.27290
H -0.56806 3.89402 -2.50149
H 0.56943 2.55251 -2.44843
H 1.22368 5.47527 -1.78886
H 1.86976 4.57132 -3.16256
H 3.32235 4.63051 -0.87071
H 3.10805 3.05377 -1.67583
```

Output
E_LUMO (spin up / spin down) in eV: 3.90 / 3.90
HOMO-LUMO gap (spin up / spin down) in eV: 3.779 / 5.668
Charge: -2
Multiplicity: 2
ΔE to the lowest compared entry with this formula, charge and spin in kcal/mol: 0.0
HOMO (spin up / spin down) in eV: 0.1 / -1.8
Electronic energy in Ha: -13255.99724

***

3.
Molecular formula: C26H19ClF10N5O2V
Method: DFT, ωB97M-V with the def2-TZVPD basis set

XYZ file:
```
64
Properties=species:S:1:pos:R:3
V -0.38655 -0.38439 -0.31146
C -2.60567 -2.22301 0.35927
N -2.38431 -0.82282 -0.00551
C -2.99113 -0.55902 -1.32300
C -2.53707 0.79702 -1.86289
N -1.12688 0.94908 -1.53107
C -0.35960 1.72098 -2.30030
C 1.04881 1.56665 -2.24191
F 1.54030 0.60361 -1.39318
C 1.95622 2.24722 -3.01383
F 3.26485 1.96732 -2.90868
C 1.52240 3.19907 -3.91886
F 2.38995 3.88088 -4.69287
C 0.15795 3.42424 -4.00213
F -0.28986 4.36661 -4.84568
C -0.74644 2.72187 -3.23700
F -2.04594 3.07270 -3.37586
C -2.92319 0.09657 1.01743
C -1.83273 0.42279 2.02842
N -0.60124 0.73338 1.32626
C 0.07363 1.85252 1.63318
C -0.45569 3.09936 2.05815
F -1.79700 3.26993 2.13493
C 0.32153 4.20000 2.35310
F -0.26904 5.34628 2.72241
C 1.69895 4.15660 2.25703
F 2.45173 5.23036 2.55879
C 2.28085 2.96178 1.86429
F 3.61694 2.85796 1.83661
C 1.49785 1.87322 1.57143
F 2.12995 0.70605 1.33777
H -3.67340 -2.48132 0.32028
H -2.23790 -2.40853 1.36547
H -2.05284 -2.86128 -0.33023
H -4.08870 -0.61452 -1.26587
H -2.62535 -1.32425 -2.00730
H -3.14602 1.61648 -1.45833
H -2.68034 0.77877 -2.94381
H -3.81364 -0.33017 1.49832
H -3.20422 1.02868 0.53109
H -1.64046 -0.46322 2.65217
H -2.17660 1.21080 2.69900
N 2.78368 -2.65356 0.95015
C 1.81695 -2.08122 0.18576
N 0.67772 -1.95412 0.81322
C 0.89144 -2.48992 2.07582
C 0.03753 -2.67343 3.16090
C 0.54242 -3.26805 4.30272
C 1.87573 -3.67865 4.38853
C 2.74317 -3.51481 3.32474
C 2.22720 -2.92862 2.17705
H 3.73957 -2.78483 0.67770
H 1.98391 -1.78886 -0.83820
H -0.99637 -2.36559 3.11958
H -0.10923 -3.41650 5.15432
H 2.23593 -4.13216 5.30306
H 3.77750 -3.82888 3.38519
Cl 1.15192 -3.90465 -3.86987
C 1.16862 -2.12068 -3.94131
C -0.06544 -1.53946 -3.20608
O -0.91284 -0.99799 -3.91222
O -0.07127 -1.73916 -1.94737
H 1.14508 -1.82918 -4.98554
H 2.09666 -1.79593 -3.47377
```

Output
E_LUMO (spin up / spin down) in eV: 2.34 / 2.34
HOMO-LUMO gap (spin up / spin down) in eV: 5.005 / 6.506
Charge: -1
Multiplicity: 4
HOMO (spin up / spin down) in eV: -2.7 / -4.2
Electronic energy in Ha: -3829.39908

***

4.
Molecular formula: C26H19CsN8O4
Method: DFT, ωB97M-V with the def2-TZVPD basis set

XYZ file:
```
58
Properties=species:S:1:pos:R:3
Cs 0.46708 -0.78960 0.16128
O 3.97311 -3.77727 0.96642
C 2.81837 -3.35887 0.76936
O 2.38511 -2.66056 -0.18371
C 1.77711 -3.78666 1.81962
C 1.89013 -5.04013 2.41120
C 0.90756 -5.45075 3.29725
C -0.14009 -4.59033 3.58834
C -0.15411 -3.33435 2.99483
N 0.77934 -2.94840 2.11907
C -1.28470 -2.35499 3.35027
O -2.33223 -2.87388 3.76737
O -1.04944 -1.12382 3.19944
H 2.74293 -5.65482 2.15928
H 0.95444 -6.43239 3.75741
H -0.94928 -4.85594 4.25346
N 1.18657 0.25691 3.76947
C 1.82896 1.23254 3.14516
N 2.86814 1.80821 3.79696
C 3.45188 2.78840 3.13569
N 4.49421 3.43144 3.76919
N 3.13223 3.24232 1.92021
C 2.11955 2.58009 1.35288
N 1.43494 1.59586 1.90269
C 1.72667 3.00393 -0.02221
C 1.75382 4.34683 -0.37108
C 1.31626 4.69993 -1.63725
C 0.88114 3.70989 -2.50045
C 0.90537 2.39092 -2.06430
N 1.33338 2.04358 -0.85515
H 1.55236 -0.01029 4.66563
H 0.34962 -0.25530 3.40832
H 4.92341 2.88520 4.49735
H 5.11987 3.91162 3.14463
H 2.09947 5.07830 0.34607
H 1.30184 5.73978 -1.94355
H 0.50123 3.94827 -3.48478
H 0.53564 1.59348 -2.69325
C -1.51799 -3.06636 -4.28039
C -2.53577 -2.39189 -4.93974
C -3.01130 -1.20380 -4.41830
C -2.47364 -0.69380 -3.22738
N -1.49168 -1.35799 -2.60108
C -1.03142 -2.49457 -3.11286
C -2.94719 0.58258 -2.64358
C -4.29361 0.93613 -2.82728
C -4.77242 2.14851 -2.36229
C -3.89219 3.00560 -1.70612
C -2.56872 2.61786 -1.51229
C -2.01845 1.40026 -1.96186
H -1.11361 -3.99859 -4.65279
H -2.94791 -2.78705 -5.86225
H -3.78135 -0.64989 -4.94011
H -0.23087 -2.97656 -2.55702
H -4.98846 0.24817 -3.30787
H -5.81608 2.41457 -2.49221
H -4.24825 3.96636 -1.33878
H -1.92099 3.31131 -0.96890
```

Output
E_LUMO in eV: 4.09
HOMO-LUMO gap in eV: 5.313
Charge: -2
Multiplicity: 1
ΔE to the lowest compared entry with this formula, charge and spin in kcal/mol: 5.8
HOMO in eV: -1.2
Electronic energy in Ha: -1761.50319

***

- The lowest electronic energy belongs to which entry?
  C26H19Br4Cl2HgN2O5S